1.
Computed, not measured: a structure of composition C15H45N3O9 in a non-equilibrium geometry, with ωB97M-V/def2-TZVPD.

```
72
Properties=species:S:1:pos:R:3
C 2.7781 3.7485 -0.0493
O 3.8410 2.8775 -0.3637
H 2.4615 3.6511 0.9892
H 2.9407 4.7267 -0.5018
H 2.0412 3.3964 -0.7712
H 4.6827 3.3195 -0.4967
C 0.1270 3.3104 1.5176
O 0.1451 3.5689 2.8058
H -0.1110 2.2940 1.2038
H -0.5790 4.0320 1.1064
H 1.0745 3.6885 1.1338
H 0.3948 2.7120 3.1592
C -3.0872 -1.6138 0.2734
O -2.1216 -2.5801 -0.1134
H -2.4350 -0.7433 0.2033
H -3.8846 -1.6864 -0.4663
H -3.4073 -1.9090 1.2726
H -2.3637 -2.8125 -1.0129
C 3.5552 -0.6634 -0.1047
O 2.3440 -1.3601 0.1966
H 4.0141 -0.8661 -1.0724
H 3.4311 0.4074 0.0574
H 4.3171 -0.8066 0.6615
H 2.4842 -2.2855 0.4103
C 0.4557 -2.4028 -0.6340
O 1.5180 -2.6582 -1.4926
H 0.3990 -1.3718 -0.2850
H -0.5025 -2.7269 -1.0400
H 0.6262 -2.8538 0.3436
H 2.2250 -2.0162 -1.3944
C 1.7926 0.6829 1.3011
O 1.5643 1.3113 2.6119
H 1.1426 1.0093 0.4892
H 2.7803 1.0489 1.0207
H 1.6886 -0.3915 1.4521
H 2.1077 0.8995 3.2877
C -1.9097 -2.0195 -2.2732
O -2.8468 -2.8320 -2.0420
N -2.0443 -0.8541 -2.9945
C -0.8525 0.0067 -3.3687
C -3.4021 -0.3884 -3.4686
H -0.9074 -2.3934 -2.0130
H -0.0677 -0.1911 -2.6385
H -1.2273 1.0294 -3.4081
H -0.4946 -0.3546 -4.3328
H -4.1368 -1.1928 -3.5041
H -3.7417 0.4297 -2.8335
H -3.3897 0.1535 -4.4142
C -1.4791 -2.5513 3.3747
O -0.8158 -3.5663 3.2782
N -1.2180 -1.4319 2.6899
C -1.9838 -0.2585 2.9659
C -0.3939 -1.4527 1.4462
H -2.2796 -2.4030 4.1159
H -2.7425 -0.0206 2.2203
H -1.1558 0.4489 2.9204
H -2.2910 -0.1544 4.0065
H -1.0419 -1.3104 0.5813
H 0.2769 -0.5937 1.4317
H 0.2421 -2.3254 1.2981
C 0.2102 2.2680 -0.9657
O -0.7113 3.0259 -0.7203
N 0.0956 0.9373 -0.7177
C 1.1352 0.1166 -1.2183
C -1.0060 0.3075 -0.0615
H 1.1599 2.6925 -1.3265
H 1.7185 -0.2628 -0.3793
H 1.8752 0.5813 -1.8699
H 0.8228 -0.7643 -1.7792
H -0.6312 -0.0890 0.8821
H -1.8123 1.0371 0.0143
H -1.3941 -0.5603 -0.5949
```

The value obtained for the HOMO-LUMO gap is 8.879 eV. Its spin multiplicity is 1. Its net charge is 0. As for the LUMO energy: 0.1855 eV. The HOMO energy comes out at -8.7 eV.

Here are the Löwdin charges for atoms 1 to 2, given in e: number 1, C, carries -0.14; number 2, O, carries -0.11

---

2.
Computed, not measured: a cluster of 7 separate species, C15H45O10 in total in a non-equilibrium geometry, with ωB97M-V/def2-TZVPD.

```
70
Properties=species:S:1:pos:R:3
O -38.6245 -32.6462 -39.8661
H -37.7197 -32.4493 -39.5878
H -39.0291 -31.7337 -39.9112
H -38.8096 -33.2266 -40.7351
C -35.9974 -32.1730 -42.4475
C -34.6853 -32.4310 -41.8878
O -33.8733 -33.1526 -42.9141
O -36.6980 -31.2479 -41.6252
H -36.6410 -33.1018 -42.2419
H -36.2439 -31.9112 -43.3667
H -34.6863 -33.2143 -40.9594
H -34.2928 -31.5127 -41.5210
H -33.0580 -33.3125 -42.5461
H -36.7033 -30.4867 -42.0682
C -34.3345 -31.0914 -37.4357
C -35.0534 -31.9299 -38.4286
O -36.3909 -32.1418 -37.9965
O -33.1233 -30.6604 -37.9843
H -34.3627 -31.5001 -36.5703
H -34.7997 -30.2457 -37.0586
H -34.5911 -32.7960 -38.5459
H -35.0812 -31.5000 -39.3174
H -36.5937 -32.7843 -37.3227
H -33.2610 -30.1543 -38.7766
C -41.7517 -34.5063 -41.9434
C -41.9577 -32.9932 -41.6545
O -43.1724 -32.9488 -40.9390
O -40.3684 -34.8185 -42.1503
H -42.3852 -34.8515 -42.7776
H -42.0942 -35.0898 -41.1243
H -42.0226 -32.4127 -42.6200
H -41.1680 -32.5077 -40.9876
H -43.6876 -32.1854 -41.1100
H -40.3660 -35.6230 -42.6949
C -37.4992 -35.5112 -38.5081
C -37.2610 -36.2066 -39.9113
C -38.4400 -36.9965 -40.4923
O -37.1389 -35.0946 -40.8171
H -36.6134 -35.1412 -38.0410
H -37.8318 -36.3359 -37.8039
H -38.4547 -34.8056 -38.4842
H -36.3098 -36.8409 -39.8739
H -38.1894 -37.4752 -41.3825
H -39.2694 -36.3314 -40.4805
H -38.8320 -37.6592 -39.8332
H -36.7175 -35.5489 -41.6148
C -39.8025 -29.9296 -39.9889
C -38.5733 -29.2252 -39.2729
C -38.1870 -29.9218 -37.9575
O -37.6379 -29.3425 -40.2953
H -39.7393 -30.8547 -40.4617
H -40.1057 -29.3364 -40.9609
H -40.6717 -30.0889 -39.2832
H -38.7976 -28.3742 -38.9427
H -37.5422 -29.3338 -37.5292
H -37.8074 -30.9843 -37.8473
H -39.1654 -29.8812 -37.4791
H -36.8665 -28.6505 -40.3073
C -38.7048 -30.9778 -43.9373
C -38.5422 -32.4848 -43.6524
C -37.3329 -33.2609 -44.3511
O -38.4676 -32.7539 -42.3079
H -38.4004 -30.5782 -45.0109
H -37.9105 -30.3824 -43.2570
H -39.6534 -30.8077 -43.6963
H -39.2622 -33.0434 -44.2833
H -36.4750 -33.0854 -43.8974
H -37.2193 -33.1661 -45.4353
H -37.7303 -34.3884 -44.0810
H -39.2525 -33.3681 -42.5380
```

The value obtained for the HOMO-LUMO gap is 10.421 eV. Its spin multiplicity is 1. Its net charge is +1. As for the LUMO energy: -2.0406 eV. The HOMO energy comes out at -12.5 eV.

Here are the Löwdin charges for atoms 1 to 2, given in e: number 1, O, carries 0.17; number 2, H, carries 0.11

---

Record-wise E values, in hartree: -1439.1090; -1350.2033
Record-wise energy relative to the best compared isomer or geometry (same formula, charge and spin) values, in kcal/mol: 462.06; 54.66